Density functional theory data (ωB97M-V with the def2-TZVPD basis set) for a structure of composition C5H12Cl2InN2OS.

Summary:
Gap between HOMO and LUMO: 7.538 eV
LUMO energy: 0.1058 Eh
Total charge: -1
HOMO level: -4.7 eV

CARTESIAN COORDINATES (ANGSTROEM)
C: 2.98800 2.35168 0.19370
N: 3.11301 1.04648 -0.43928
C: 2.21222 0.94355 -1.61450
In: 0.36747 -0.19801 -1.15761
O: 0.18430 -0.56360 0.86431
N: -1.38917 1.10378 -1.64305
C: -1.16111 2.18215 -1.21972
S: -0.87623 3.70252 -0.72249
H: 3.69142 2.44555 1.01883
H: 1.96967 2.46510 0.56035
H: 3.17794 3.18177 -0.49998
H: 4.07022 0.95464 -0.75732
H: 1.92217 1.94252 -1.94976
H: 2.74159 0.42992 -2.41281
H: 0.15822 -1.66648 -2.09507
H: 0.44681 0.21556 1.36612
Cl: -2.61713 -4.00749 -0.19071
C: -2.66552 -2.41420 0.61981
C: -3.08297 -2.52670 2.05863
Cl: -4.79778 -3.01391 2.24936
H: -3.33877 -1.77471 0.05566
H: -1.66549 -1.99026 0.58524
H: -2.97367 -1.55716 2.53930
H: -2.47519 -3.25272 2.59097